1.
83
Properties=species:S:1:pos:R:3 method="wB97M-V/def2-TZVPD" e_tot_ev=-272015.3258 total_charge=+1 spin_multiplicity=6 homo_lumo_gap_ev="7.84 / 6.06"
Ir 1.089 -1.012 -1.239
C 1.155 -3.794 -3.179
C -0.306 -3.383 -3.038
N -0.547 -2.728 -1.744
C -0.801 -3.616 -0.606
C 0.453 -4.241 0.006
S 1.839 -3.079 0.243
C 3.140 -3.814 -0.796
C 3.318 -3.163 -2.171
N 2.044 -2.708 -2.739
H 1.354 -4.063 -4.216
H 1.361 -4.677 -2.575
H -0.944 -4.261 -3.158
H -0.561 -2.675 -3.825
H -1.344 -2.104 -1.829
H -1.478 -4.427 -0.891
H -1.298 -3.017 0.149
H 0.826 -5.090 -0.566
H 0.198 -4.603 1.001
H 2.921 -4.880 -0.859
H 4.062 -3.704 -0.230
H 3.821 -3.873 -2.830
H 3.952 -2.292 -2.075
H 2.234 -2.099 -3.530
O 7.276 2.078 0.446
C 6.202 1.645 0.167
S 4.940 1.267 1.372
C 3.758 0.697 0.235
C 4.122 0.694 -1.123
S 3.089 0.184 -2.353
S 5.696 1.288 -1.518
S 2.253 0.219 0.770
C -2.500 2.019 -3.003
N -1.213 2.552 -3.469
C -0.957 3.883 -3.750
C 0.305 3.947 -4.205
N 0.808 2.653 -4.204
C 2.154 2.310 -4.673
C -0.135 1.799 -3.751
Se -0.125 -0.067 -3.614
H -3.130 2.856 -2.721
H -2.337 1.363 -2.150
H -2.979 1.452 -3.798
H -1.690 4.659 -3.599
H 0.893 4.793 -4.529
H 2.368 2.888 -5.570
H 2.185 1.252 -4.903
H 2.893 2.529 -3.908
F -2.904 1.039 4.472
C -2.708 -0.276 4.308
C -1.987 -0.741 3.215
C -1.809 -2.107 3.133
F -1.057 -2.642 2.149
C -2.349 -2.982 4.049
F -2.164 -4.296 3.926
C -3.077 -2.485 5.107
F -3.597 -3.316 5.996
C -3.255 -1.123 5.249
F -3.941 -0.651 6.282
Ge -1.276 0.589 1.953
S -0.868 -0.134 -0.090
C -2.687 1.859 1.423
C -4.052 1.638 1.517
F -4.539 0.556 2.128
C -4.976 2.505 0.969
F -6.277 2.269 1.078
C -4.540 3.617 0.285
F -5.415 4.446 -0.263
C -3.189 3.855 0.141
F -2.774 4.904 -0.576
C -2.290 2.978 0.702
F -0.987 3.217 0.491
C 0.052 1.430 3.108
C 0.988 0.584 3.687
F 0.986 -0.722 3.375
C 1.909 1.017 4.609
F 2.806 0.185 5.129
C 1.881 2.338 5.005
F 2.758 2.775 5.891
C 0.931 3.199 4.498
F 0.889 4.457 4.923
C 0.031 2.743 3.559
F -0.876 3.620 3.121


2.
70
Properties=species:S:1:pos:R:3 method="wB97M-V/def2-TZVPD" de_lowest_kcal_mol=2.2 e_tot_ev=-83469.5974 total_charge=0 homo_lumo_gap_ev=8.57
C 4.172 -4.839 7.700
P 3.255 -4.880 6.130
O 3.714 -6.375 5.675
O 4.405 -3.886 5.317
P 4.294 -3.751 3.759
O 3.310 -4.604 3.095
O 5.791 -3.930 3.270
C 6.342 -3.091 2.246
C 5.663 -3.208 0.905
O 5.409 -2.292 0.208
F 5.435 -4.466 0.539
O 4.106 -2.157 3.493
C 2.976 -1.470 3.855
F 2.822 -1.446 5.184
F 1.875 -1.993 3.320
F 3.115 -0.224 3.424
H 3.463 -4.818 8.528
H 4.808 -5.724 7.763
H 4.824 -3.963 7.722
H 3.025 -6.713 5.078
H 6.361 -2.043 2.543
H 7.375 -3.430 2.119
C -0.837 0.734 1.024
C 0.103 0.790 2.047
C 0.829 1.949 2.263
C 0.627 3.055 1.448
C -0.300 2.992 0.405
C -1.039 1.832 0.205
C -0.505 4.148 -0.509
O -1.307 4.097 -1.420
C 0.311 5.374 -0.279
C 0.170 6.452 -1.144
C 0.911 7.603 -0.941
C 1.794 7.685 0.130
C 1.943 6.613 0.993
C 1.208 5.452 0.788
C 1.405 4.298 1.713
O 2.173 4.371 2.649
H -1.410 -0.169 0.864
H 0.266 -0.073 2.678
H 1.556 2.003 3.061
H -1.768 1.797 -0.593
H -0.522 6.379 -1.971
H 0.802 8.440 -1.618
H 2.369 8.588 0.289
H 2.629 6.664 1.827
C -6.373 -4.039 -5.235
C -7.379 -3.090 -5.379
C -7.102 -1.748 -5.181
C -5.819 -1.350 -4.830
C -4.813 -2.304 -4.670
C -5.093 -3.648 -4.882
C -3.434 -1.908 -4.259
O -2.560 -2.738 -4.128
C -3.171 -0.463 -4.009
C -1.909 -0.072 -3.580
C -1.642 1.267 -3.352
C -2.629 2.225 -3.556
C -3.888 1.840 -3.985
C -4.167 0.496 -4.205
C -5.538 0.103 -4.638
O -6.401 0.934 -4.826
H -6.590 -5.087 -5.397
H -8.381 -3.399 -5.646
H -7.875 -1.001 -5.295
H -4.304 -4.377 -4.764
H -1.146 -0.823 -3.427
H -0.660 1.572 -3.012
H -2.411 3.267 -3.379
H -4.665 2.574 -4.147